DFT (wB97M-V/def2-TZVPD) results for a molecular structure, C4H8CuO3 in a non-equilibrium geometry.

XYZ file:
```
16
Properties=species:S:1:pos:R:3:forces:R:3:nbo_charge:R:1
H -2.540485 -1.939270 -2.753465 1.3600 -0.3686 1.8140 -0.528
O -0.782431 0.141508 -0.240740 0.1864 1.1614 1.1457 -0.430
O 0.592086 -1.573036 -0.548749 0.2584 -0.5180 0.2428 -0.587
C 0.527254 -0.445784 -0.168716 -0.1996 -0.5839 -1.0323 1.019
O 1.391597 0.374257 0.281814 -0.7679 0.5363 0.0594 -0.437
C 2.773810 -0.076828 0.382976 0.4263 -0.3156 0.0505 -0.261
C -1.301313 0.597276 -1.306255 0.2181 -0.8752 -0.5516 0.560
C -2.608099 1.203374 -1.257182 -0.3824 0.2323 -0.3328 -0.752
H 3.306469 0.761700 0.831082 -0.1385 -0.1987 -0.1078 0.237
H 2.804767 -0.962883 1.023298 0.0538 0.1989 -0.1721 0.223
H 3.138475 -0.295208 -0.624873 -0.0454 0.0164 0.2633 0.219
H -0.718624 0.532935 -2.234337 -0.1315 0.1102 0.2016 0.230
H -3.230013 0.705264 -2.022001 0.1291 0.0906 0.2734 0.328
H -3.062912 1.178329 -0.264071 0.1084 0.0081 -0.2566 0.276
H -2.486960 2.234777 -1.639290 -0.0607 -0.1649 0.1975 0.300
Cu -1.355207 -2.544970 -1.254251 -1.0144 0.6707 -1.7950 0.601
```
Positions in Å, forces in eV/Å.

## Properties
Total charge: +1
Energy relative to the best compared isomer or geometry (same formula, charge and spin), kJ/mol: 0.00
E_HOMO (alpha / beta), eV: -11.95 / -11.95
Orbital gap (alpha / beta), Eh: 0.2342 / 0.2343
Total energy, eV: -55048.814